(A)
The following is a quantum chemistry calculation of C4H6OS in the gas phase, from OMol25.

Values from the calculation:
SMILES string   S=C1CCOC1
Orbital gap   8.3695 eV

Atoms and positions in Å:
S (-2.777, -0.111, 0.010)
C (-1.083, -0.085, -0.133)
C (-0.144, 1.112, -0.254)
C (1.185, 0.431, 0.245)
O (1.159, -0.830, -0.240)
C (-0.212, -1.302, -0.063)
H (-0.064, 1.342, -1.351)
H (-0.557, 1.963, 0.334)
H (1.169, 0.319, 1.368)
H (2.132, 0.958, -0.056)
H (-0.350, -1.739, 0.932)
H (-0.457, -2.059, -0.792)

(B)
The following is a quantum chemistry calculation of a molecular structure, C4H6OS, from OMol25.

Values from the calculation:
Orbital gap   9.9117 eV

Atoms and positions in Å:
C (0.612, 1.643, 0.162)
C (0.570, 0.132, 0.395)
C (-0.593, -1.694, -0.638)
C (-0.860, -0.455, 0.278)
H (1.559, 1.900, -0.337)
H (-0.255, 1.989, -0.464)
H (0.617, 2.135, 1.127)
H (1.022, -0.072, 1.320)
H (-0.621, -2.647, -0.072)
H (-1.266, -1.838, -1.488)
O (-1.923, -0.044, 0.669)
S (1.138, -1.050, -0.952)

(C)
The following is a quantum chemistry calculation of C4H6OS in the gas phase, from OMol25.

Values from the calculation:
SMILES string   O=CSC1CC1
Orbital gap   10.1055 eV

Atoms and positions in Å:
O (1.214, 2.428, -0.992)
C (1.108, 1.479, -0.282)
S (-0.121, 0.372, -0.552)
C (-0.383, -0.658, 0.845)
C (-0.142, -2.193, 0.669)
C (-1.526, -1.628, 0.726)
H (1.742, 1.112, 0.565)
H (-0.128, -0.221, 1.825)
H (0.214, -2.377, -0.357)
H (0.346, -2.729, 1.464)
H (-2.124, -1.684, 1.674)
H (-2.158, -1.479, -0.161)

(D)
The following is a quantum chemistry calculation of 2 unconnected molecules or ions with the total composition C4H6OS, from OMol25.

Values from the calculation:
Orbital gap   9.8626 eV

Atoms and positions in Å:
C (2.567, -0.158, -0.143)
C (-0.079, 2.113, 0.863)
C (1.370, -0.032, 0.387)
C (0.611, 1.135, 0.709)
O (-2.050, -0.714, 0.810)
S (-2.524, 0.280, -0.121)
H (3.117, -1.047, -0.369)
H (3.044, 0.791, -0.268)
H (-2.594, 1.625, 0.539)
H (-0.726, 3.003, 1.045)
H (0.873, -1.077, 0.506)
H (-3.912, 0.540, 0.026)

Result of the stability comparison: (B) is the most stable of them.

(A)
The following is a quantum chemistry calculation of C4H6OS in the gas phase, from OMol25.

Values from the calculation:
SMILES string   C=C1COCS1
Orbital gap   9.2637 eV

Atoms and positions in Å:
C (-2.271, 0.163, 0.033)
C (-0.918, 0.143, -0.058)
C (-0.050, 1.367, 0.138)
O (1.270, 1.012, -0.348)
C (1.581, -0.189, 0.234)
S (0.094, -1.274, -0.062)
H (-2.926, 0.969, -0.099)
H (-2.822, -0.756, 0.155)
H (-0.066, 1.656, 1.184)
H (-0.268, 2.262, -0.475)
H (2.416, -0.612, -0.336)
H (1.951, -0.133, 1.275)

(B)
The following is a quantum chemistry calculation of 2 unconnected molecules or ions with the total composition C4H6OS, from OMol25.

Values from the calculation:
SMILES string   C=CC=O.C=S
Orbital gap   8.3205 eV

Atoms and positions in Å:
C (-1.430, -0.093, 0.397)
C (-0.231, 0.024, 0.973)
C (0.765, -1.074, 1.315)
O (0.378, -2.240, 1.354)
H (-1.835, -0.940, -0.124)
H (-1.977, 0.809, 0.586)
H (0.007, 1.078, 1.371)
H (1.775, -0.782, 1.574)
C (0.529, 0.749, -1.947)
S (1.643, 1.483, -1.082)
H (-0.530, 1.107, -1.934)
H (0.908, -0.120, -2.482)

(C)
The following is a quantum chemistry calculation of C4H6OS in the gas phase, from OMol25.

Values from the calculation:
SMILES string   S=COC1CC1
Orbital gap   9.2099 eV

Atoms and positions in Å:
S (3.057, -1.315, -1.491)
C (1.649, -1.067, -0.696)
O (1.300, 0.073, -0.080)
C (0.036, 0.030, 0.604)
C (-1.246, 0.045, -0.224)
C (-0.750, 1.268, 0.546)
H (0.885, -1.850, -0.622)
H (0.018, -0.418, 1.576)
H (-1.266, 0.017, -1.285)
H (-2.105, -0.490, 0.211)
H (-0.314, 2.044, -0.018)
H (-1.264, 1.666, 1.478)

Result of the stability comparison: (A) is the most stable of them.

(A)
The following is a quantum chemistry calculation of a molecular structure, C41H65AsBrGeLiOSbSi3, from OMol25.

Values from the calculation:
Total charge   +1
Orbital gap   6.5123 eV

Atoms and positions in Å:
Li (-0.319, -0.087, -0.756)
Br (-0.580, -1.029, 5.782)
C (0.300, -0.926, 4.121)
C (-0.184, -0.075, 3.146)
C (0.473, 0.002, 1.919)
C (1.602, -0.773, 1.659)
C (2.073, -1.620, 2.668)
C (1.427, -1.702, 3.894)
H (-1.060, 0.535, 3.330)
H (0.085, 0.701, 1.193)
H (2.946, -2.237, 2.505)
H (1.797, -2.368, 4.665)
C (5.100, 1.415, 1.115)
Si (5.090, -0.430, 0.948)
C (6.411, -1.047, -0.193)
C (5.324, -1.220, 2.601)
Sb (2.781, -0.858, -0.144)
Si (2.474, -3.404, -0.645)
C (1.200, -3.555, -1.977)
C (4.131, -4.020, -1.206)
C (1.929, -4.307, 0.866)
Si (2.768, 0.411, -2.431)
C (1.391, -0.313, -3.445)
C (3.087, 2.214, -2.539)
C (4.330, -0.402, -3.051)
H (6.008, 1.739, 1.639)
H (4.233, 1.755, 1.695)
H (5.075, 1.909, 0.136)
H (7.387, -0.873, 0.276)
H (6.406, -0.541, -1.163)
H (6.310, -2.123, -0.371)
H (6.363, -1.011, 2.886)
H (5.197, -2.309, 2.580)
H (4.664, -0.805, 3.368)
H (1.608, -3.286, -2.957)
H (0.315, -2.941, -1.787)
H (0.872, -4.602, -2.026)
H (4.593, -3.366, -1.951)
H (4.020, -5.014, -1.659)
H (4.817, -4.112, -0.357)
H (1.094, -3.817, 1.377)
H (2.744, -4.450, 1.584)
H (1.588, -5.296, 0.532)
H (0.399, -0.311, -2.997)
H (1.657, -1.342, -3.694)
H (1.321, 0.245, -4.387)
H (2.280, 2.836, -2.175)
H (3.262, 2.437, -3.600)
H (3.999, 2.472, -1.990)
H (4.432, -1.452, -2.760)
H (5.222, 0.138, -2.719)
H (4.312, -0.368, -4.150)
C (-6.698, -1.207, 3.257)
C (-5.191, -1.046, 3.056)
C (-4.783, -1.025, 1.582)
C (-3.277, -0.871, 1.367)
Ge (-2.708, -0.703, -0.560)
C (-3.386, -2.421, -1.317)
C (-2.647, -3.633, -0.728)
C (-2.901, -4.948, -1.457)
C (-2.193, -6.134, -0.805)
H (-6.969, -1.219, 4.317)
H (-7.051, -2.142, 2.813)
H (-7.245, -0.387, 2.781)
H (-4.665, -1.866, 3.557)
H (-4.852, -0.118, 3.533)
H (-5.311, -0.209, 1.074)
H (-5.130, -1.953, 1.110)
H (-2.751, -1.731, 1.804)
H (-2.922, 0.008, 1.921)
H (-3.827, 0.296, -1.070)
H (-3.254, -2.401, -2.406)
H (-4.461, -2.512, -1.135)
H (-2.928, -3.755, 0.326)
H (-1.566, -3.442, -0.733)
H (-2.572, -4.846, -2.496)
H (-3.979, -5.133, -1.487)
H (-1.110, -5.966, -0.764)
H (-2.364, -7.063, -1.354)
H (-2.543, -6.283, 0.220)
O (0.509, 1.532, -0.702)
As (-0.684, 2.728, -0.547)
C (-1.634, 2.653, 1.117)
C (-0.906, 2.974, 2.264)
C (-1.555, 3.074, 3.482)
C (-2.934, 2.886, 3.552)
C (-3.655, 2.558, 2.413)
C (-3.007, 2.431, 1.190)
C (0.178, 4.448, -0.493)
C (-0.503, 5.574, -0.942)
C (0.094, 6.824, -0.835)
C (1.362, 6.947, -0.279)
C (2.039, 5.821, 0.176)
C (1.445, 4.570, 0.074)
C (-1.802, 2.802, -2.096)
C (-1.148, 2.561, -3.302)
C (-1.837, 2.677, -4.498)
C (-3.177, 3.049, -4.491)
C (-3.817, 3.328, -3.291)
C (-3.132, 3.216, -2.090)
H (0.159, 3.147, 2.209)
H (-0.990, 3.303, 4.376)
H (-3.444, 2.993, 4.501)
H (-4.724, 2.386, 2.473)
H (-3.562, 2.101, 0.322)
H (-1.488, 5.484, -1.379)
H (-0.431, 7.702, -1.187)
H (1.826, 7.925, -0.202)
H (3.025, 5.918, 0.616)
H (1.969, 3.688, 0.422)
H (-0.101, 2.292, -3.300)
H (-1.329, 2.485, -5.437)
H (-3.721, 3.129, -5.424)
H (-4.857, 3.633, -3.287)
H (-3.641, 3.454, -1.169)

(B)
The following is a quantum chemistry calculation of a molecular structure, C41H65AsBrGeLiOSbSi3, from OMol25.

Values from the calculation:
Total charge   +1
Orbital gap   8.5399 eV

Atoms and positions in Å:
Li (0.719, -0.450, -0.480)
Br (4.372, -3.585, -2.131)
C (3.691, -1.843, -1.864)
C (4.285, -1.010, -0.926)
C (3.765, 0.257, -0.719)
C (2.663, 0.724, -1.443)
C (2.105, -0.135, -2.395)
C (2.601, -1.419, -2.603)
H (5.140, -1.356, -0.360)
H (4.223, 0.894, 0.028)
H (1.249, 0.182, -2.984)
H (2.144, -2.073, -3.332)
C (2.219, 2.963, 3.577)
Si (2.514, 1.140, 3.886)
C (4.292, 0.694, 3.490)
C (2.118, 0.704, 5.662)
Sb (1.002, -0.119, 2.262)
Si (1.386, -2.610, 2.736)
C (-0.048, -3.375, 3.675)
C (1.561, -3.415, 1.049)
C (2.986, -2.859, 3.674)
Si (-1.351, 0.357, 3.153)
C (-2.569, -0.471, 1.982)
C (-1.621, -0.234, 4.911)
C (-1.573, 2.219, 3.088)
H (2.992, 3.553, 4.074)
H (1.253, 3.284, 3.968)
H (2.248, 3.200, 2.512)
H (4.958, 1.485, 3.841)
H (4.456, 0.569, 2.419)
H (4.586, -0.231, 3.987)
H (2.860, 1.147, 6.330)
H (2.122, -0.374, 5.824)
H (1.139, 1.085, 5.953)
H (-1.016, -3.036, 3.301)
H (0.003, -3.131, 4.736)
H (-0.008, -4.464, 3.583)
H (0.766, -3.127, 0.357)
H (1.547, -4.505, 1.136)
H (2.517, -3.135, 0.599)
H (2.923, -2.496, 4.700)
H (3.809, -2.342, 3.178)
H (3.238, -3.922, 3.710)
H (-2.846, -1.465, 2.341)
H (-2.167, -0.569, 0.972)
H (-3.486, 0.121, 1.925)
H (-1.235, -1.239, 5.073)
H (-2.691, -0.248, 5.136)
H (-1.142, 0.433, 5.627)
H (-1.219, 2.641, 2.145)
H (-1.033, 2.708, 3.899)
H (-2.631, 2.473, 3.193)
C (1.679, 7.303, -1.422)
C (2.179, 5.868, -1.335)
C (1.907, 5.081, -2.611)
C (2.497, 3.672, -2.605)
Ge (1.926, 2.520, -1.128)
C (-0.036, 2.384, -1.047)
C (-0.701, 3.596, -0.391)
C (-2.216, 3.458, -0.309)
C (-2.873, 4.624, 0.416)
H (1.863, 7.848, -0.496)
H (0.604, 7.331, -1.617)
H (2.174, 7.842, -2.231)
H (1.704, 5.369, -0.483)
H (3.254, 5.858, -1.129)
H (2.312, 5.637, -3.462)
H (0.826, 5.028, -2.780)
H (3.590, 3.710, -2.587)
H (2.225, 3.143, -3.523)
H (2.463, 2.960, 0.245)
H (-0.337, 1.494, -0.482)
H (-0.420, 2.247, -2.064)
H (-0.454, 4.509, -0.941)
H (-0.294, 3.734, 0.617)
H (-2.464, 2.518, 0.197)
H (-2.617, 3.376, -1.326)
H (-2.510, 4.696, 1.443)
H (-3.957, 4.514, 0.454)
H (-2.651, 5.569, -0.081)
O (-0.754, -1.259, -0.992)
As (-1.687, -2.267, -1.924)
C (-3.278, -1.321, -2.399)
C (-4.416, -1.987, -2.837)
C (-5.548, -1.257, -3.165)
C (-5.539, 0.127, -3.052)
C (-4.403, 0.787, -2.606)
C (-3.266, 0.064, -2.277)
C (-0.724, -2.764, -3.502)
C (-0.677, -1.853, -4.554)
C (0.109, -2.125, -5.662)
C (0.842, -3.306, -5.718)
C (0.790, -4.213, -4.671)
C (0.007, -3.944, -3.556)
C (-2.153, -3.860, -0.980)
C (-2.639, -4.976, -1.657)
C (-3.019, -6.099, -0.939)
C (-2.915, -6.102, 0.446)
C (-2.431, -4.989, 1.117)
C (-2.047, -3.862, 0.404)
H (-4.433, -3.067, -2.913)
H (-6.439, -1.769, -3.503)
H (-6.426, 0.692, -3.305)
H (-4.404, 1.864, -2.508)
H (-2.380, 0.565, -1.905)
H (-1.264, -0.941, -4.516)
H (0.147, -1.424, -6.485)
H (1.453, -3.518, -6.585)
H (1.363, -5.129, -4.717)
H (-0.018, -4.644, -2.729)
H (-2.708, -4.980, -2.741)
H (-3.393, -6.971, -1.458)
H (-3.213, -6.980, 1.004)
H (-2.354, -4.995, 2.196)
H (-1.673, -2.984, 0.914)

Result of the stability comparison: (B) is the most stable of them.

(A)
The following is a quantum chemistry calculation of C2H8N4P4 in the gas phase, from OMol25.

Values from the calculation:
SMILES string   Cc1nnnn1P(#[PH2])[PH]#[PH2]
Orbital gap   8.8642 eV

Atoms and positions in Å:
C (-2.516, 0.792, 0.745)
C (-1.319, 1.459, 0.187)
N (-0.947, 2.597, -0.309)
N (0.241, 2.539, -0.841)
N (0.680, 1.358, -0.748)
N (-0.219, 0.596, -0.132)
P (0.150, -0.933, 0.386)
P (-1.119, -2.140, -1.022)
P (2.028, -0.872, -0.730)
P (3.343, 0.281, 0.623)
H (-2.740, -0.131, 0.314)
H (-2.314, 0.517, 1.900)
H (-3.317, 1.449, 0.475)
H (-0.122, -3.243, -0.744)
H (-2.124, -2.635, -0.124)
H (2.411, -2.275, -0.109)
H (4.306, -0.598, 0.485)
H (3.577, 1.240, -0.356)

(B)
The following is a quantum chemistry calculation of C2H8N4P4 in the gas phase, from OMol25.

Values from the calculation:
SMILES string   Cc1nnn(P(#[PH2])[PH]#[PH2])n1
Orbital gap   8.9754 eV

Atoms and positions in Å:
C (-2.874, 0.105, 1.665)
C (-1.888, 0.221, 0.533)
N (-2.076, 1.057, -0.516)
N (-1.038, 1.003, -1.292)
N (-0.234, 0.091, -0.713)
P (1.222, -0.482, -1.429)
P (1.752, 1.037, -2.849)
P (2.591, 0.142, 0.230)
P (1.652, -1.407, 1.419)
N (-0.821, -0.476, 0.330)
H (-2.922, -1.016, 1.995)
H (-2.396, 0.625, 2.503)
H (-3.819, 0.455, 1.229)
H (3.099, 0.866, -3.076)
H (1.208, 0.437, -4.007)
H (3.334, -0.817, -0.584)
H (2.455, -1.411, 2.490)
H (0.756, -0.430, 2.070)

Result of the stability comparison: (B) is the most stable of them.